Record 1
Entry from the OMol25 dataset: a cluster of 2 separate species, C4H11NO2 in total at a distorted geometry (the ωB97M-V functional and the def2-TZVPD basis).

SMILES = C[C@@H](N)CC=O.O
Kohn-Sham gap = 10.1 eV
LUMO = 0.89 eV
ΔE to the lowest compared entry with this formula, charge and spin = 142.3 kJ/mol

```
18
C4H11NO2 | the OMol25 dataset | the ωB97M-V functional and the def2-TZVPD basis
O 0.367 -2.664 0.075
O -0.628 -2.219 -2.509
N -1.331 0.890 0.102
C 0.676 -0.349 0.437
C 0.715 2.145 0.844
C -0.079 -1.650 0.546
C -0.132 0.868 0.909
H -0.049 -1.952 -3.237
H 1.655 2.034 1.381
H -0.543 -3.179 -2.589
H -0.349 0.591 1.942
H -1.170 0.732 -0.880
H -0.992 -1.663 1.168
H 1.057 -0.216 -0.581
H 0.222 2.903 1.466
H 1.665 -0.479 0.883
H -1.833 1.752 0.239
H 0.750 2.458 -0.196
```


Record 2
Entry from the OMol25 dataset: a structure of composition C16H30FO7Ti at a distorted geometry (the ωB97M-V functional and the def2-TZVPD basis).

2S+1 = 4
Kohn-Sham gap (spin up / spin down) = 3.6 / 9.0 eV
LUMO (spin up / spin down) = 0.38 / 0.37 eV
ΔE to the lowest compared entry with this formula, charge and spin = 192.2 kJ/mol

```
55
C16H30FO7Ti | the OMol25 dataset | the ωB97M-V functional and the def2-TZVPD basis
Ti -0.172 0.020 0.264
F -1.295 -1.602 -1.205
O 0.559 1.570 -1.640
O 3.440 -2.776 -0.734
O -2.164 1.494 0.173
O 2.886 -1.776 1.269
O -0.878 -0.469 2.370
O 1.730 -1.339 -0.619
O 1.769 1.175 1.211
C 1.731 -1.802 -1.949
C 2.345 -4.273 -2.294
C -1.633 -1.240 2.938
C 1.309 3.232 -3.149
C -3.686 2.598 -1.339
C 0.481 2.019 -2.779
C -4.327 0.406 0.025
C -1.591 -1.423 4.486
C 2.725 -1.980 0.061
C 2.872 -2.821 -2.050
C 3.725 1.518 2.640
C -2.508 -2.164 2.122
C -3.279 1.496 -0.336
C 1.307 1.883 3.469
C 2.207 1.528 2.293
C -0.465 1.478 -3.834
H -4.557 -0.090 -0.917
H -1.255 0.947 -3.303
H -4.407 2.100 -1.987
H -1.180 -2.374 4.823
H 0.703 4.123 -3.315
H 3.771 1.014 3.605
H -2.847 2.866 -1.981
H -2.609 -1.380 4.874
H -0.907 2.283 -4.421
H 1.576 -4.499 -1.556
H -4.146 3.467 -0.868
H 1.992 -0.991 -2.629
H -2.377 -1.823 1.095
H 1.938 3.134 -4.033
H 1.941 3.550 -2.320
H 3.947 2.583 2.707
H 0.115 0.755 -4.408
H 4.288 0.976 1.880
H 0.796 -2.156 -2.381
H 3.554 -2.468 -2.824
H -0.895 -0.698 4.907
H 0.257 1.638 3.308
H 1.430 2.925 3.765
H 1.868 -4.340 -3.272
H -4.137 -0.262 0.866
H 3.185 -4.950 -2.138
H -3.554 -2.157 2.430
H -5.192 1.006 0.308
H 1.732 1.251 4.248
H -2.118 -3.182 2.141
```


Record 3
Entry from the OMol25 dataset: a cluster of 2 separate species, C14H16 in total at a distorted geometry (the ωB97M-V functional and the def2-TZVPD basis).

SMILES = Cc1ccccc1.Cc1ccccc1
Kohn-Sham gap = 9.6 eV
LUMO = 0.74 eV
ΔE to the lowest compared entry with this formula, charge and spin = 147.8 kJ/mol

```
30
C14H16 | the OMol25 dataset | the ωB97M-V functional and the def2-TZVPD basis
C 1.066 3.807 1.449
C -1.639 1.930 3.213
C 0.358 2.875 2.376
C -0.085 -1.541 -2.744
C -0.367 -0.293 -3.492
C 1.349 -3.356 -2.170
C 1.168 -2.049 -2.562
C -0.948 0.789 3.723
C 0.316 -4.271 -1.848
C 1.096 1.793 2.832
C -0.964 -3.681 -1.849
C 0.385 0.712 3.375
C -1.056 2.914 2.484
C -1.177 -2.437 -2.432
H -2.151 -2.053 -2.558
H -2.724 1.911 3.206
H 2.084 1.726 2.397
H -1.503 -0.136 3.907
H 2.014 -1.412 -2.868
H 0.835 4.852 1.631
H -0.718 -0.472 -4.499
H 2.173 3.685 1.597
H 0.473 0.391 -3.508
H 2.272 -3.866 -1.892
H 0.792 3.728 0.391
H -1.105 0.361 -3.069
H 0.947 -0.199 3.656
H -1.608 3.788 2.156
H -1.785 -4.213 -1.383
H 0.502 -5.281 -1.518
```


Record 4
Entry from the OMol25 dataset: a structure of composition C37H38S4Sb3V (the ωB97M-V functional and the def2-TZVPD basis).

2S+1 = 3
Kohn-Sham gap (spin up / spin down) = 5.1 / 5.3 eV
LUMO (spin up / spin down) = 3.92 / 3.92 eV
Net charge = -2
ΔE to the lowest compared entry with this formula, charge and spin = 0.0 kJ/mol

```
83
C37H38S4Sb3V | the OMol25 dataset | the ωB97M-V functional and the def2-TZVPD basis
Sb -0.280 -0.136 2.890
Sb 1.594 -0.166 -2.966
Sb -1.631 -2.106 0.279
V -0.153 0.325 -0.215
S 1.918 1.673 -4.264
S 2.360 -2.146 -3.806
S -0.697 -0.410 -2.407
S 2.173 0.190 -0.690
C -3.648 -5.390 -1.766
C 1.863 -4.413 -1.056
C 3.395 0.826 5.068
C -1.314 2.527 4.150
C -1.421 -1.578 4.036
C 3.038 0.943 6.401
C -0.465 4.582 0.139
C 1.098 0.346 4.485
C 2.557 -4.687 0.108
C -3.365 4.534 0.218
C -2.944 1.380 2.834
C 1.714 0.763 6.785
C -0.866 3.322 -1.970
C -4.357 -4.773 -2.787
C -2.251 3.516 4.438
C -0.667 2.084 0.178
C -4.834 2.373 -0.669
C -1.652 1.437 3.358
C -2.870 -4.625 -0.908
C -2.793 -3.242 -1.057
C 2.427 0.523 4.113
C -2.687 3.441 -0.304
C 0.890 -3.503 1.364
C -2.276 -3.116 2.134
C -4.757 4.563 0.289
C -3.882 2.355 3.128
C -3.496 -2.634 -2.092
C -3.455 2.353 -0.738
C -4.276 -3.398 -2.950
C -3.540 3.427 3.941
C -5.501 3.487 -0.157
C 0.753 0.468 5.829
C -1.168 3.362 -0.461
C 0.678 -3.686 -1.018
C -2.611 -2.254 3.345
C 2.075 -4.217 1.326
C 0.172 -3.240 0.195
H -1.777 -0.981 4.878
H -0.723 -2.324 4.426
H 0.611 4.458 0.003
H 4.423 0.968 4.757
H -0.658 4.666 1.213
H 2.628 -4.393 2.242
H -2.802 5.384 0.579
H 0.537 -3.137 2.326
H -1.285 2.431 -2.438
H -0.277 0.350 6.144
H -3.143 -3.712 1.843
H -0.308 2.309 1.207
H -5.398 1.516 -1.020
H -4.267 4.202 4.147
H -4.806 -2.912 -3.759
H 0.211 3.274 -2.151
H -3.687 -6.467 -1.643
H -0.314 2.634 4.554
H 1.429 0.859 7.826
H -2.937 1.477 -1.116
H -6.583 3.505 -0.105
H 2.257 -4.703 -2.020
H -2.300 -5.121 -0.129
H -3.406 -1.566 -2.255
H -3.347 -1.487 3.087
H -0.760 5.521 -0.342
H -5.248 5.436 0.703
H 2.719 0.437 3.070
H -4.866 2.297 2.681
H -3.214 0.589 2.140
H 3.491 -5.234 0.066
H -1.474 -3.812 2.375
H -4.957 -5.368 -3.465
H -1.954 4.362 5.048
H -3.100 -2.889 4.096
H -1.273 4.206 -2.472
H 3.789 1.178 7.146
H 0.193 -3.424 -1.953
```


Record 5
Entry from the OMol25 dataset: a structure of composition C27H45Cl2LuOPS at a distorted geometry (the ωB97M-V functional and the def2-TZVPD basis).

Kohn-Sham gap = 2.9 eV
LUMO = 1.56 eV
Net charge = -1

```
78
C27H45Cl2LuOPS | the OMol25 dataset | the ωB97M-V functional and the def2-TZVPD basis
Lu 0.739 -0.587 3.022
Cl 0.592 -2.554 1.561
Cl -1.425 0.503 2.775
S 1.781 -2.582 5.408
P -0.798 -0.320 -1.099
O 1.411 -1.115 4.925
C -4.621 -1.911 -0.495
C 1.767 2.595 2.777
C -0.828 3.833 -0.643
C 2.208 3.810 3.278
C 0.195 -3.461 5.322
C 2.243 0.429 1.693
C 2.993 -0.413 -2.875
C -3.109 -3.790 -1.321
C 4.038 2.178 1.887
C 3.546 4.216 3.130
C 1.408 -1.730 -4.381
C 0.195 -1.133 -3.651
C -1.892 -2.877 -1.172
C -3.381 -1.014 -0.346
C -2.272 3.254 -2.677
C -0.261 2.409 -0.669
C 2.642 -0.825 -4.308
C 2.684 1.695 2.082
C 0.593 -0.818 -2.207
C 1.933 -2.288 7.181
C -1.661 1.846 -2.718
C 1.787 0.150 -2.112
C -1.290 1.444 -1.296
C -2.273 -1.399 -1.346
C -4.268 -3.400 -0.398
C 4.445 3.389 2.426
C -1.351 4.284 -2.014
H -0.148 -0.215 -4.152
H -2.808 -4.825 -1.127
H -3.460 -3.738 -2.360
H -3.214 3.214 -2.112
H -0.523 -2.990 6.012
H 1.147 -1.910 -5.428
H 1.508 4.467 3.800
H -0.763 1.828 -3.355
H -2.202 1.515 -0.673
H -0.050 4.523 -0.290
H 5.483 3.710 2.305
H 2.690 -1.504 7.315
H 0.916 -1.765 -1.729
H -0.495 4.486 -2.671
H 1.653 -2.703 -3.928
H -0.007 2.078 0.349
H 3.381 -1.285 -2.328
H 4.739 1.542 1.331
H -2.376 1.127 -3.143
H 2.464 0.077 -4.908
H -3.680 0.036 -0.473
H -5.349 -1.641 0.280
H -0.645 -1.842 -3.673
H -1.650 3.866 0.087
H 1.508 1.125 -2.543
H -1.130 -3.168 -1.906
H -4.003 -3.630 0.641
H -0.187 -3.435 4.286
H 0.672 2.395 -1.250
H -2.972 -1.105 0.675
H -2.590 -1.189 -2.387
H -5.085 -1.712 -1.472
H 3.500 -1.331 -4.765
H -2.513 3.577 -3.694
H -5.150 -4.001 -0.638
H 2.051 0.323 -1.057
H 0.370 -4.504 5.616
H -1.881 5.237 -1.902
H 2.831 -0.080 0.918
H 3.784 0.345 -2.894
H 0.967 -1.983 7.594
H 2.282 -3.202 7.672
H 0.710 2.295 2.873
H -1.430 -2.992 -0.179
H 3.883 5.166 3.545
```


Record 6
Entry from the OMol25 dataset: a structure of composition C33H32N4OPt (the ωB97M-V functional and the def2-TZVPD basis).

2S+1 = 2
Kohn-Sham gap (spin up / spin down) = 6.3 / 6.4 eV
LUMO (spin up / spin down) = 2.77 / 2.77 eV
Net charge = -1
ΔE to the lowest compared entry with this formula, charge and spin = 9.7 kJ/mol

```
71
C33H32N4OPt | the OMol25 dataset | the ωB97M-V functional and the def2-TZVPD basis
Pt 0.061 0.961 0.622
O 2.545 1.831 -1.315
N 0.140 -0.872 0.018
N 3.188 0.890 -0.751
N -1.466 2.616 -0.080
N 0.177 2.571 1.934
C 0.976 -2.434 1.687
C 4.171 1.149 0.143
C -0.345 2.528 -2.743
C -4.292 2.054 0.414
C -3.731 2.349 -0.957
C -4.575 2.263 -2.058
C -1.576 3.592 0.748
C -0.592 -2.975 -1.744
C 1.128 -4.282 -0.698
C 1.027 -3.922 3.598
C 2.267 -1.871 3.651
C -4.080 2.344 -3.351
C 0.121 1.127 -3.147
C 4.848 0.126 0.772
C -2.351 2.532 -1.175
C 2.859 -0.404 -1.021
C -0.595 4.409 3.013
C 1.026 -5.225 -1.714
C 3.517 -1.444 -0.414
C 0.319 -3.145 -0.698
C -1.829 2.531 -2.474
C -0.700 -3.920 -2.750
C 4.533 -1.196 0.500
C 1.814 -1.559 2.379
C -4.119 0.571 0.748
C -2.715 2.461 -3.546
C 1.877 -3.052 4.266
C 0.108 -5.051 -2.738
C 0.853 2.700 3.087
C -0.711 3.606 1.875
C 0.447 -2.053 0.325
C 0.414 3.827 3.788
C 0.588 -3.617 2.317
H 0.213 2.856 -1.867
H -0.027 0.429 -2.320
H 2.070 -0.617 1.908
H 1.668 -6.098 -1.701
H -2.302 4.392 0.588
H 0.700 -4.838 4.074
H -4.752 2.294 -4.199
H -4.599 -0.057 -0.006
H 1.618 1.987 3.355
H 0.023 -5.790 -3.526
H -5.348 2.336 0.433
H 5.618 0.390 1.484
H 1.851 -4.425 0.095
H -3.802 2.637 1.191
H -1.194 -2.075 -1.743
H -3.057 0.316 0.776
H -1.170 5.294 3.238
H -0.079 -4.299 1.802
H 0.786 4.171 4.741
H -0.132 3.234 -3.552
H 2.034 -0.497 -1.708
H 2.919 -1.179 4.172
H 3.196 -2.450 -0.651
H 1.184 1.134 -3.389
H -4.551 0.334 1.723
H 2.223 -3.286 5.266
H -5.637 2.120 -1.888
H 5.047 -2.006 0.998
H 4.338 2.201 0.309
H -2.310 2.487 -4.552
H -0.442 0.767 -4.012
H -1.416 -3.774 -3.550
```


Record 7
Entry from the OMol25 dataset: a cluster of 3 separate species, C3H10NO5 in total at a distorted geometry (the ωB97M-V functional and the def2-TZVPD basis).

2S+1 = 2
Kohn-Sham gap (spin up / spin down) = 11.1 / 7.0 eV
LUMO (spin up / spin down) = 0.19 / -3.88 eV

```
19
C3H10NO5 | the OMol25 dataset | the ωB97M-V functional and the def2-TZVPD basis
O -1.918 -1.923 -0.009
O -2.536 1.692 1.912
O 2.420 -0.551 -1.339
O -1.214 0.148 -0.035
O -1.334 1.362 -2.406
N 0.222 -1.497 0.542
C 1.252 -0.548 0.852
C 1.924 0.234 -0.247
C -0.997 -1.034 0.214
H 0.392 -2.482 0.473
H -1.681 1.453 -1.517
H 1.752 -0.523 -2.027
H -2.250 1.504 1.002
H -0.914 0.501 -2.327
H 2.025 -1.047 1.431
H 2.833 0.710 0.126
H -2.280 0.868 2.335
H 1.000 0.149 1.662
H 1.303 0.985 -0.641
```


Record 8
Entry from the OMol25 dataset: the molecule C22H28N4O5 at a distorted geometry (the ωB97M-V functional and the def2-TZVPD basis).

SMILES = COc1cccc(N(CC(=O)NC2CCCC2)C(=O)CCC(=O)Nc2cc(C)on2)c1
Kohn-Sham gap = 9.4 eV
LUMO = 0.57 eV
ΔE to the lowest compared entry with this formula, charge and spin = 73.0 kJ/mol

```
59
C22H28N4O5 | the OMol25 dataset | the ωB97M-V functional and the def2-TZVPD basis
O 1.877 1.935 2.977
O -0.890 -1.193 -0.132
O 3.687 1.562 -2.013
O -5.679 -1.085 -0.884
O 0.532 -2.503 2.518
N 2.092 -1.300 1.429
N 0.354 0.876 1.685
N -2.651 -2.617 -0.249
N -4.908 -2.153 -0.567
C -1.923 3.163 -0.139
C -0.479 -3.549 0.166
C 2.958 -1.088 0.328
C 2.933 0.118 -0.350
C 4.549 1.877 -3.079
C 1.185 -2.306 1.510
C 4.709 -0.641 -1.787
C 1.473 0.934 2.421
C -3.598 -0.342 -0.832
C -5.552 1.284 -1.398
C -3.666 -1.727 -0.530
C 2.227 -0.395 2.553
C 3.872 -2.073 -0.040
C 4.733 -1.841 -1.094
C 3.806 0.349 -1.413
C -2.754 2.808 1.112
C -0.622 2.362 -0.032
C -4.903 0.000 -1.044
C -1.331 -2.320 -0.082
C -0.502 2.010 1.456
C -1.953 1.744 1.863
C 0.995 -3.161 0.264
H 0.073 0.013 1.236
H 1.304 -2.613 -0.626
H -0.084 2.846 2.024
H -6.166 1.636 -0.570
H 1.823 -0.908 3.434
H -2.724 0.267 -0.883
H -0.687 1.430 -0.597
H 5.598 1.861 -2.767
H 3.282 -0.170 2.725
H -2.229 0.743 1.526
H -0.641 -4.273 -0.635
H 1.603 -4.062 0.357
H -2.457 2.924 -1.059
H -3.747 2.444 0.851
H 5.397 -0.491 -2.603
H 3.910 -3.002 0.507
H -4.797 2.031 -1.627
H -0.791 -3.994 1.114
H -6.202 1.147 -2.260
H -2.878 3.691 1.739
H -2.965 -3.570 -0.126
H 5.444 -2.601 -1.381
H 4.281 2.887 -3.385
H 2.243 0.898 -0.075
H 4.410 1.195 -3.925
H -2.098 1.794 2.940
H 0.240 2.919 -0.395
H -1.709 4.232 -0.155
```


Record 9
Entry from the OMol25 dataset: the ion C4H7N2 with charge +1 at a distorted geometry (the ωB97M-V functional and the def2-TZVPD basis).

SMILES = C/C=[NH+]/C1=CN1
Kohn-Sham gap = 7.1 eV
LUMO = -5.49 eV
Net charge = +1
ΔE to the lowest compared entry with this formula, charge and spin = 586.9 kJ/mol

```
13
C4H7N2 | the OMol25 dataset | the ωB97M-V functional and the def2-TZVPD basis
N 0.535 -0.324 -0.052
N 0.198 -0.541 -2.727
C 0.118 -0.196 -1.344
C 0.282 0.264 2.218
C 0.009 0.349 0.846
C -0.959 0.167 -2.056
H 0.521 1.334 2.605
H -0.627 -0.118 2.768
H -1.864 0.602 -2.443
H -0.859 0.851 0.506
H 1.217 -0.238 2.482
H 1.468 -0.707 0.148
H -0.040 -1.443 -2.951
```


Record 10
Entry from the OMol25 dataset: the molecule C21H23N3O at a distorted geometry (the ωB97M-V functional and the def2-TZVPD basis).

SMILES = Cc1cc(-c2c(C)ccn3cc(C(C)(C)C)nc23)cc2c1NC(=O)C2
Kohn-Sham gap = 8.4 eV
LUMO = 0.62 eV
ΔE to the lowest compared entry with this formula, charge and spin = 105.7 kJ/mol

```
48
C21H23N3O | the OMol25 dataset | the ωB97M-V functional and the def2-TZVPD basis
O 4.829 4.546 -1.830
N -0.882 -2.715 0.188
N 2.612 4.098 -1.764
N -0.690 -0.765 1.137
C -1.452 -1.593 1.921
C -3.597 -1.201 2.990
C -2.119 -1.145 3.207
C 2.710 1.768 -1.764
C 0.825 0.303 -1.233
C 0.379 -1.942 -2.203
C -1.652 0.288 3.550
C 2.192 0.465 -1.551
C 1.038 -1.638 -3.518
C -1.740 -2.103 4.353
C 4.150 2.227 -2.013
C 0.297 -1.026 -1.142
C 3.940 3.729 -1.950
C 1.899 2.905 -1.576
C 0.527 2.754 -1.311
C -0.300 -3.231 -2.085
C -1.555 -2.825 1.363
C -0.854 -3.619 -0.882
C -0.361 -1.435 0.084
C -0.369 3.959 -1.230
C 0.030 1.461 -1.095
H 2.382 4.929 -1.237
H 4.477 1.919 -3.000
H -2.087 -1.756 5.314
H 2.063 -2.003 -3.484
H 4.851 1.860 -1.279
H 0.530 -2.090 -4.367
H -2.137 -3.084 4.170
H 2.907 -0.351 -1.652
H -2.132 -3.668 1.670
H -0.381 4.504 -2.220
H -3.939 -2.238 2.840
H -3.910 -0.638 2.124
H -1.369 -4.609 -0.818
H -0.553 0.351 3.677
H -0.298 -3.966 -2.889
H -2.045 0.653 4.543
H 0.005 4.563 -0.447
H -1.030 1.309 -0.895
H -2.030 1.014 2.816
H 1.030 -0.566 -3.713
H -1.412 3.648 -1.075
H -0.640 -2.259 4.429
H -4.141 -0.790 3.846
```


- Number 2 is which compound?
  C16H30FO7Ti